[1]
18
Properties=species:S:1:pos:R:3:forces:R:3 method="wB97M-V/def2-TZVPD" lumo_energy_ev=0.66 smiles="[H]/N=C(/N)N=C=NC/C=C/S" total_charge=0 homo_ev=-8.90 orbital_gap_ev=9.55
C -0.421588 1.466717 -0.187718 2.024 2.628 -0.757
C 1.869629 1.606594 0.196790 -1.018 1.750 -1.392
C 1.771301 0.184598 -0.163394 -0.196 0.311 0.756
C -2.413108 0.171871 -0.023883 -1.730 -0.383 1.113
C 0.917304 -0.676438 0.406361 2.800 -0.341 -0.844
N 0.531525 2.205905 -0.345112 -0.097 0.079 0.884
N -3.367839 0.922366 0.353065 -0.990 -0.796 -0.557
N -2.612142 -1.172185 -0.244730 3.580 0.338 0.029
N -1.128826 0.524380 -0.231078 -1.096 -1.229 -0.850
S 0.712479 -2.339360 -0.027693 -0.436 -0.870 0.587
H 2.554464 2.362349 -0.325077 -0.200 -1.985 1.007
H 1.855857 1.687780 1.246855 0.219 0.721 1.314
H 2.160254 0.020483 -1.097473 0.896 -1.074 -2.236
H 0.596592 -0.552869 1.381761 -0.881 0.668 1.820
H -3.310212 1.919820 0.259690 0.762 0.239 0.124
H -3.504821 -1.463800 -0.157961 -3.403 -0.960 0.519
H -1.903603 -1.849678 0.072816 -0.387 0.786 -0.493
H 0.850770 -2.222705 -1.319505 0.153 0.117 -1.025


[2]
19
Properties=species:S:1:pos:R:3:forces:R:3 method="wB97M-V/def2-TZVPD" lumo_energy_ev=-3.14 smiles="N[C@@]1(c2[nH]cc[nH+]2)C=NON1" total_charge=+1 homo_ev=-13.31 orbital_gap_ev=10.16
C -2.705485 0.363892 -0.190299 1.090 -0.946 0.370
C -2.188115 1.577078 0.016466 1.743 -3.009 -0.701
C -0.528802 0.060334 0.104483 0.615 -0.670 -1.230
C 1.870857 -0.004721 1.214954 0.010 1.687 -6.106
C 1.050893 -0.515433 -0.004941 -2.871 -0.399 1.861
N -1.680775 -0.604817 -0.131203 0.737 0.048 0.533
N 2.783132 0.751139 0.759765 0.417 -0.331 2.232
N -0.848771 1.332654 0.080189 2.326 2.029 1.328
N 1.614232 0.140488 -1.067056 0.604 1.966 0.947
N 0.965621 -1.929485 0.055475 -0.756 -1.406 1.286
O 2.772942 0.889170 -0.511061 -0.084 0.374 -2.186
H -3.655442 0.237895 -0.531226 -2.477 -1.176 -0.464
H -2.567029 2.499385 -0.148173 -1.219 2.628 -0.099
H 1.840592 -0.362186 2.129009 -0.345 -1.392 4.403
H -0.128444 2.061676 0.158125 -0.461 -0.463 0.022
H 1.874594 -0.190344 -1.958738 0.358 -0.964 -0.747
H -1.633169 -1.651052 -0.180489 -0.834 1.546 -0.045
H 0.492760 -2.196366 0.985097 1.067 -0.039 -2.289
H 0.670416 -2.459309 -0.780381 0.080 0.516 0.886


[3]
19
Properties=species:S:1:pos:R:3:forces:R:3 method="wB97M-V/def2-TZVPD" lumo_energy_ev=-10.02 smiles="C1=[NH+]C=[NH+]CN1c1nc[nH]n1" total_charge=+2 homo_ev=-17.54 orbital_gap_ev=7.53
C -3.203003 1.245887 -1.105808 0.170 -1.723 1.667
C -1.469211 0.415882 -0.319122 -1.865 -0.721 0.595
C 0.816079 1.163162 -0.335041 -1.606 -2.235 0.195
C 2.600007 -0.273933 0.300240 -2.208 -1.367 -0.582
C 0.278892 -1.009884 0.680817 2.090 1.696 -1.164
N -1.907112 1.358690 -1.133590 0.660 0.396 -0.268
N -2.410655 -0.339366 0.288788 1.424 1.376 -1.340
N -3.534800 0.204155 -0.221997 1.686 0.536 -0.566
N -0.099693 0.252046 -0.109617 1.739 -2.281 2.329
N 2.140654 0.912220 -0.141831 1.289 1.610 0.592
N 1.749076 -1.221043 0.503887 -2.427 0.779 0.019
H -3.761731 1.931590 -1.671892 -1.551 0.223 -0.346
H 0.337944 2.011201 -0.739038 0.521 1.699 -0.716
H 3.594325 -0.563537 0.386521 2.062 0.331 -0.094
H 0.159814 -0.980567 1.719445 -0.654 1.375 1.762
H -0.185673 -1.927988 0.491825 -1.255 -0.927 -1.700
H -4.336941 -0.335660 0.065890 -0.849 0.629 -0.428
H 2.844012 1.684908 -0.223773 -1.011 -0.732 -0.123
H 1.861826 -2.195255 0.686944 1.785 -0.665 0.169


[4]
15
Properties=species:S:1:pos:R:3:forces:R:3 method="wB97M-V/def2-TZVPD" lumo_energy_ev=4.25 smiles="C[C@@H]1C=CCN1[O-]" total_charge=-1 homo_ev=-1.04 orbital_gap_ev=5.29
C 0.210212 -1.648190 -0.299391 0.035 0.223 -2.430
C -0.305349 -0.646598 -1.047272 0.147 0.465 1.304
C 1.316911 -1.228318 0.631442 -4.141 3.858 -0.904
C 0.246599 0.708608 -0.497883 0.343 -1.705 -0.983
C -0.677741 1.537705 0.354200 1.149 2.551 -2.185
N 1.479381 0.441762 0.300456 -0.887 -2.116 1.416
O 2.591768 0.754005 -0.369296 0.703 -0.197 -0.716
H -0.070347 -2.654647 -0.619892 0.303 -0.219 0.487
H -1.011744 -0.752463 -1.930449 0.759 0.073 1.366
H 0.845587 -1.194158 1.588927 0.200 -0.105 1.212
H 2.191622 -1.733863 0.640777 2.865 -1.433 -0.301
H 0.598467 1.246105 -1.341347 0.343 0.901 -0.843
H -0.141253 2.558489 0.408465 -0.539 -1.575 0.808
H -0.755284 1.008958 1.267896 -0.793 0.069 1.126
H -1.554165 1.859839 -0.231736 -0.486 -0.790 0.642


[5]
15
Properties=species:S:1:pos:R:3:forces:R:3 method="wB97M-V/def2-TZVPD" lumo_energy_ev=-6.12 total_charge=+1 homo_ev=-13.83 orbital_gap_ev=7.71
C 1.702974 0.264865 -0.295892 -1.357 3.699 -1.173
C 2.225663 1.469558 -0.622689 -2.671 -1.205 0.168
C 0.102188 1.560159 -0.977061 2.554 -2.719 1.325
C -1.827353 -1.027618 1.156931 -0.105 0.121 2.018
C -0.969720 -1.593037 0.109776 -0.633 2.813 -1.110
N 0.359558 0.338440 -0.508760 -2.069 0.381 -0.505
O 1.197930 2.319508 -1.036092 0.766 -1.446 -0.021
H 2.096952 -0.494978 0.223227 1.750 -2.724 1.328
H 3.218447 1.687818 -0.585593 2.270 1.647 -0.104
H -0.779798 1.808894 -1.436004 -1.898 1.212 -0.669
H -1.109699 -0.487299 1.829234 -0.641 -0.518 -0.154
H -2.185361 -1.921108 1.830820 0.549 1.328 -1.142
H -2.714927 -0.290921 0.990026 1.627 -1.809 -0.551
H -1.328062 -1.615930 -0.911968 -0.086 -0.336 -0.073
H 0.011208 -2.018352 0.234043 -0.057 -0.444 0.661


[6]
15
Properties=species:S:1:pos:R:3:forces:R:3 method="wB97M-V/def2-TZVPD" lumo_energy_ev=-5.67 total_charge=+1 homo_ev=-15.89 orbital_gap_ev=10.22
C 0.113507 0.300486 1.016400 -1.302 0.102 -1.154
C -0.428484 -1.229843 -0.122226 -0.105 -1.411 -2.291
C 0.900846 -0.898059 0.514423 1.553 -0.798 1.530
C 2.241782 -0.839166 -0.276085 0.626 1.147 -0.396
C -2.316037 0.581580 0.374361 -0.403 1.296 1.644
N -1.001598 0.021985 0.399191 1.325 -1.426 1.310
O -0.883558 -2.031504 -0.857816 0.102 0.641 0.850
H 0.117815 1.180131 1.617940 0.909 0.480 0.641
H 1.132684 -1.596963 1.367832 -0.619 0.660 -0.520
H 2.814795 0.141908 -0.069681 -0.753 -1.837 -0.010
H 2.135956 -0.882509 -1.356095 -0.695 0.433 -0.204
H 2.844139 -1.756931 -0.142807 -0.198 0.731 0.759
H -3.106438 -0.183839 0.356894 0.519 0.221 -1.011
H -2.173358 1.328918 -0.415190 -1.427 -0.164 -0.021
H -2.517245 1.069713 1.373352 0.466 -0.076 -1.126


[7]
15
Properties=species:S:1:pos:R:3:forces:R:3 method="wB97M-V/def2-TZVPD" lumo_energy_ev="-5.67 / -5.63" total_charge=+1 homo_ev="-13.06 / -13.07" orbital_gap_ev="7.38 / 7.43"
C 0.810951 -0.938750 0.280413 0.051 -2.566 -2.459
C -0.019562 1.494835 -1.790470 1.491 0.781 3.917
C 2.072048 0.942497 1.740724 0.725 0.050 0.550
C -0.187322 -0.078682 -0.002784 0.698 0.401 0.165
C -1.562205 -0.081782 0.590342 1.137 -2.809 0.264
N 0.214908 1.090161 -0.591366 -1.232 0.954 -1.423
O 2.002517 -0.159664 1.517904 1.116 -0.146 1.343
H 1.669213 -1.054860 -0.418177 -0.675 0.520 0.514
H 0.668604 -1.843881 0.833524 -0.501 -0.273 0.280
H -0.281619 0.890555 -2.556884 -1.341 -2.213 -2.204
H 0.143620 2.510648 -2.021415 0.511 1.093 -0.190
H 1.762713 1.942092 1.640020 -0.578 1.433 -0.452
H -2.216082 -0.013721 -0.255876 -0.822 -0.019 -0.291
H -1.656160 0.799862 1.182474 -0.464 0.417 0.803
H -1.687757 -1.118735 1.132005 -0.115 2.377 -0.815


[8]
15
Properties=species:S:1:pos:R:3:forces:R:3 method="wB97M-V/def2-TZVPD" lumo_energy_ev="-6.86 / -6.41" total_charge=+1 homo_ev="-15.10 / -14.89" orbital_gap_ev="8.24 / 8.48"
C -2.110390 -0.079303 0.364103 -2.654 2.448 0.520
C -0.065506 1.042293 -0.219013 -1.699 -3.553 -2.007
C -1.298413 -1.195569 0.220141 -0.359 -1.781 -0.445
C 0.675339 -0.112260 0.518769 2.059 3.306 1.535
C 2.125710 -0.206693 0.003257 0.090 -1.279 0.131
N -1.492661 0.918779 -0.126844 -0.086 1.074 0.725
O -0.089108 -1.199193 0.117962 0.065 -3.473 -0.895
H -3.218970 0.023846 0.593027 1.577 -0.823 -0.390
H 0.143044 1.951966 0.136973 1.119 3.570 1.594
H 0.082269 1.118724 -1.341765 0.538 -0.436 1.107
H -2.882464 -1.285430 -1.749677 0.130 -0.214 0.073
H 0.628216 -0.174178 1.707801 0.010 0.909 -2.508
H 2.133917 -0.584116 -1.084152 0.167 0.686 1.743
H 2.608057 -0.913009 0.698184 0.089 -0.234 -0.767
H 2.760957 0.694142 0.161230 -1.046 -0.200 -0.416


[9]
15
Properties=species:S:1:pos:R:3:forces:R:3 method="wB97M-V/def2-TZVPD" lumo_energy_ev=-4.12 smiles="C[C@@H]1C/[N+]1=C1/CO1" total_charge=+1 homo_ev=-16.02 orbital_gap_ev=11.90
C -0.299816 0.572733 -1.296993 -1.315 1.124 0.818
C -1.533175 0.366401 -2.104106 0.842 -0.639 -0.531
C 1.697460 0.463817 0.400846 -0.317 -0.413 1.885
C 0.717705 -0.661284 0.715499 -1.870 -1.041 -1.177
C -0.263082 -0.638875 1.925050 2.137 -1.400 0.229
N 0.469592 0.408003 -0.279080 -2.470 -0.580 -2.460
O -0.542934 1.478503 -2.202360 1.288 -0.471 0.077
H -1.401978 -0.398936 -2.905322 -0.302 0.794 0.578
H -2.552741 0.762478 -1.951965 0.725 -0.561 0.674
H 1.678860 1.285424 1.135680 0.758 -0.498 -0.451
H 2.550620 0.098181 -0.113359 0.868 0.559 -0.500
H 0.760417 -1.671144 0.112427 0.574 1.965 1.636
H -1.258908 -1.030072 1.586748 0.912 0.480 0.548
H -0.293119 0.420594 2.332272 -0.141 -1.563 -0.143
H 0.271098 -1.455823 2.644663 -1.688 2.242 -1.182


[10]
16
Properties=species:S:1:pos:R:3:forces:R:3 method="wB97M-V/def2-TZVPD" lumo_energy_ev=-4.86 smiles="C[C@H]1CC[N+](=C=O)O1" total_charge=+1 homo_ev=-16.09 orbital_gap_ev=11.23
C 1.736946 -0.975515 0.688531 -0.955 4.522 0.035
C -0.623458 1.339720 -0.376729 3.583 -2.809 0.757
C 0.517913 1.390428 0.764040 -0.207 1.112 -0.483
C -0.447703 -0.184795 -0.830242 -0.947 2.546 0.006
C -0.966306 -1.339579 -0.019085 -1.869 -2.523 -1.513
N 1.549387 0.255788 0.331021 -2.147 1.151 0.078
O 1.993003 -2.038089 0.726267 1.450 -4.723 0.962
O 1.041923 -0.154133 -0.925978 -0.791 -0.772 -2.192
H -1.525428 1.797510 -0.114762 -1.578 -0.011 0.874
H -0.212933 1.918807 -1.178665 0.081 0.236 -0.618
H 1.064213 2.365966 0.524452 -0.454 -1.529 1.375
H 0.135924 1.183399 1.798024 0.741 0.499 -0.970
H -0.873237 -0.281958 -1.854989 0.990 -0.036 0.525
H -0.568270 -2.265321 -0.590838 -1.219 1.190 0.621
H -2.150124 -1.400559 0.098715 2.534 0.347 -0.875
H -0.671844 -1.611666 0.960240 0.789 0.801 1.418


[11]
23
Properties=species:S:1:pos:R:3:forces:R:3 method="wB97M-V/def2-TZVPD" lumo_energy_ev=3.47 total_charge=-1 homo_ev=-5.95 orbital_gap_ev=9.41
C -0.332503 -0.123886 -0.109185 -1.801 0.736 1.374
C -3.298275 0.607411 0.361948 0.756 -0.107 4.133
C -2.082087 0.550309 1.277128 -0.484 -2.462 -3.138
C 1.705355 -0.909792 -1.911573 -0.517 1.059 5.623
C 1.009938 0.220537 -0.434607 3.765 -2.347 -2.231
N 1.385967 1.597138 -0.681175 0.010 -0.249 0.266
O 3.375618 -0.121979 0.962689 -0.002 0.369 -0.013
O -0.820290 -1.215999 -0.188808 -0.260 -0.443 -0.458
O 0.595296 2.496985 -0.521906 -0.249 0.764 -0.314
O 2.530873 1.759652 -1.044467 0.714 0.196 -0.418
O 1.186933 0.096190 2.120737 0.707 -0.163 0.400
O 1.784278 -1.934246 0.920785 -0.056 -0.437 0.059
O 1.399668 -2.132455 -1.616266 -0.994 -4.272 1.433
O -0.934519 0.905927 0.526693 -0.512 -0.129 0.650
S 1.993179 -0.496624 1.072914 -0.991 0.380 -0.429
H -3.081986 0.179454 -0.511693 0.704 -1.878 -3.408
H -4.074051 0.111558 0.886924 -1.124 -0.583 0.191
H -3.539009 1.583538 0.246659 -1.038 3.125 -0.700
H -2.046947 -0.459214 1.633357 0.683 -0.879 -0.054
H -2.170000 1.066184 2.140432 0.010 2.614 2.381
H 2.710022 -0.697093 -1.809014 2.129 1.120 -0.061
H 1.182382 -0.585770 -2.699707 -1.661 1.507 -3.156
H 1.520161 -2.497814 -0.621875 0.211 2.080 -2.130


[12]
16
Properties=species:S:1:pos:R:3:forces:R:3 method="wB97M-V/def2-TZVPD" lumo_energy_ev=0.49 total_charge=0 homo_ev=-8.71 orbital_gap_ev=9.20
C -1.749385 -0.406698 0.319515 0.062 -4.250 1.703
C -0.782667 -1.304622 0.631565 0.850 2.148 -0.930
C -1.301133 1.926299 -0.049468 -0.179 0.235 -0.491
C -1.016976 3.214840 -0.065639 -0.610 -0.216 0.805
C 1.783849 -1.372833 -1.182029 1.374 -0.951 4.631
N -1.401391 0.737738 -0.235025 -0.307 2.915 -1.274
O 1.667655 -1.873361 1.624332 0.809 -1.399 1.142
P 1.066745 -1.045743 0.588447 -0.944 -1.203 -2.306
H -2.804467 -0.792540 0.484766 1.089 1.298 -0.531
H -1.046630 -2.251880 0.987490 -0.282 -1.232 0.670
H 1.451187 0.219918 0.819551 -0.311 1.932 -0.028
H -1.757808 4.029171 -0.093232 0.433 -0.746 -0.224
H -0.058487 3.394114 0.386342 0.389 0.446 -0.078
H 2.541771 -0.668120 -1.413569 0.265 1.073 -0.430
H 2.372717 -2.293842 -0.949548 -0.751 0.301 -0.451
H 1.035020 -1.512440 -1.853496 -1.888 -0.349 -2.209